69
Properties=species:S:1:pos:R:3:mulliken_charge:R:1 method="wB97M-V/def2-TZVPD" relative_energy_ev=1.211 e_lumo_ev=-2.230 energy_ev=-153422.528 orbital_gap_ev=7.32 charge=+1
Ca -0.53478 0.61461 -1.14880 1.67
C 2.52274 3.00708 -2.86828 -1.49
C 1.32707 2.73999 -1.99359 0.98
N 0.28567 2.12964 -2.47313 0.27
N 0.26093 1.86792 -3.77275 -1.43
C -0.81635 1.25733 -4.24294 0.57
N -0.84298 1.14016 -5.59427 -0.41
S -2.08430 0.56584 -3.36552 -0.57
C 1.20868 3.19135 -0.62270 0.35
C 2.00330 4.23548 -0.11567 -0.90
C 1.78934 4.70752 1.16108 -0.67
C 0.80224 4.10916 1.93397 -1.03
C 0.07736 3.07304 1.36994 0.25
N 0.25288 2.62393 0.13856 0.35
H 3.02894 2.05682 -3.05656 0.24
H 3.24013 3.69577 -2.43843 0.47
H 2.17216 3.38725 -3.82798 0.35
H -0.23524 1.75307 -6.11581 0.25
H -1.69730 0.83672 -6.02893 0.24
H 2.74875 4.69651 -0.74381 0.29
H 2.37344 5.53265 1.54372 0.45
H 0.59243 4.45216 2.93329 0.50
H -0.69433 2.58716 1.95170 0.15
C 1.76440 -2.33052 3.11559 -0.67
N 1.91101 -1.28609 2.14488 0.23
C 2.52778 -0.08887 2.33866 -0.67
C 2.32468 0.63402 1.19518 -0.73
N 1.58698 -0.08794 0.32300 0.29
C 1.34775 -1.24667 0.90405 -0.01
P 0.69823 -2.74840 0.09198 -0.53
C 1.06822 -2.24233 -1.61693 -0.64
N 0.86686 -1.05134 -2.15147 0.91
C 1.40475 -1.08518 -3.38846 -0.77
C 1.93987 -2.32366 -3.61873 -0.82
N 1.72434 -3.05259 -2.49375 0.13
C 2.16491 -4.40492 -2.27856 -0.86
C -1.08344 -2.36832 0.11256 0.06
N -1.68587 -1.52513 -0.70021 0.17
C -3.01364 -1.66217 -0.48860 -0.82
C -3.22463 -2.59746 0.48740 -0.60
N -1.99537 -3.04681 0.86398 0.29
C -1.73363 -3.95530 1.94480 -0.77
H 2.60529 -2.32125 3.80707 0.37
H 0.84033 -2.19577 3.68575 0.17
H 1.73341 -3.29414 2.60661 0.31
H 3.06252 0.14022 3.23763 0.56
H 2.70944 1.60271 0.94522 0.60
H 1.39259 -0.22488 -4.03042 0.54
H 2.42956 -2.72500 -4.48257 0.42
H 2.51132 -4.83105 -3.21931 0.32
H 2.99160 -4.42718 -1.56549 0.33
H 1.34896 -5.01681 -1.89185 0.34
H -3.72632 -1.09400 -1.05448 0.52
H -4.12510 -2.98837 0.91472 0.52
H -2.55514 -4.66463 2.04155 0.37
H -0.81043 -4.50476 1.75724 0.31
H -1.63559 -3.40718 2.88713 0.23
O -3.95133 1.51949 4.91349 -0.54
C -3.35148 1.21200 3.76074 0.74
C -2.28140 0.31434 3.66161 -0.71
C -1.73983 0.06575 2.41549 -0.42
N -2.16183 0.64016 1.29906 0.61
C -3.16613 1.49660 1.39839 -0.33
Br -3.69551 2.33603 -0.20895 -0.07
C -3.80187 1.81704 2.58476 -0.64
H -3.58546 1.02865 5.66288 0.32
H -1.88304 -0.16393 4.54525 0.36
H -0.90689 -0.61893 2.30088 0.23
H -4.62166 2.51343 2.61913 0.51